{"formula": "CH8Na5O7", "method": "ωB97M-V with the def2-TZVPD basis set", "energy_ha": -1380.10395, "spin_multiplicity": 1, "largest_force_ev_per_a": 7.44, "orbital_gap_ev": 3.27, "charge": 3, "elements": ["Na", "Na", "Na", "Na", "Na", "C", "O", "O", "O", "O", "H", "H", "O", "H", "H", "O", "H", "H", "O", "H", "H"], "xyz": [[0.083, -0.929, -4.965], [3.074, -4.696, 0.506], [4.768, -0.646, -2.644], [-0.780, -5.002, -2.585], [0.331, -2.459, 3.454], [0.842, -0.744, -0.329], [0.826, -0.185, 0.773], [0.336, -1.840, -0.475], [1.377, -0.195, -1.328], [-0.792, 2.026, 4.019], [-0.466, 1.378, 4.643], [-0.349, 1.812, 3.198], [-2.128, 2.083, -2.065], [-2.148, 3.020, -1.873], [-1.218, 1.827, -1.919], [-3.415, -1.723, 0.580], [-3.683, -2.410, 1.190], [-2.459, -1.776, 0.564], [1.986, 3.710, -0.564], [1.803, 3.995, 0.331], [2.013, 2.755, -0.511]], "atomic_forces_ev_per_a": [[-0.2, 0.6, 0.3], [0.0, 0.1, 0.0], [-0.2, 0.5, 0.3], [-0.3, 0.1, 0.2], [-0.2, 0.8, -0.3], [1.7, 2.9, -0.5], [0.0, 0.8, 3.0], [-2.8, -6.9, -0.2], [1.8, 1.3, -2.7], [-0.1, -0.1, 0.0], [0.1, 0.0, 0.3], [0.1, 0.1, -0.4], [-0.1, -0.4, -0.3], [-0.1, 0.3, 0.1], [0.3, 0.0, 0.3], [0.0, -0.2, -0.2], [-0.3, -0.1, 0.2], [0.4, 0.3, -0.1], [0.1, 0.0, -0.3], [-0.1, 0.2, 0.2], [-0.1, -0.4, 0.1]], "nbo_charge": [0.9911, 0.8474, 0.9919, 0.9233, 0.9693, 0.8948, -0.7831, -0.9020, -0.9362, -0.9176, 0.4500, 0.4693, -0.9487, 0.4838, 0.4653, -0.9223, 0.4598, 0.4635, -0.9455, 0.4760, 0.4697]}

---

{"formula": "C43H44BrF4N3PPdSi", "method": "ωB97M-V with the def2-TZVPD basis set", "energy_ha": -5560.46707, "spin_multiplicity": 1, "largest_force_ev_per_a": 2.88, "orbital_gap_ev": 4.91, "charge": 3, "elements": ["Pd", "F", "C", "C", "F", "C", "F", "C", "P", "C", "C", "C", "C", "C", "C", "C", "C", "C", "C", "C", "C", "C", "Br", "C", "F", "H", "H", "H", "H", "H", "H", "H", "H", "H", "H", "C", "Si", "C", "N", "C", "C", "C", "C", "C", "C", "C", "C", "C", "C", "C", "C", "C", "C", "C", "C", "C", "H", "H", "H", "H", "H", "H", "H", "H", "H", "H", "H", "H", "H", "H", "H", "H", "H", "H", "H", "H", "H", "H", "H", "H", "N", "C", "N", "C", "C", "C", "C", "C", "H", "H", "H", "H", "H", "H", "H", "H", "H", "H"], "xyz": [[-0.601, -1.428, -0.168], [-4.664, -5.592, 3.700], [-3.733, -4.735, 3.368], [-2.870, -4.226, 4.329], [-2.984, -4.601, 5.582], [-1.892, -3.316, 3.955], [-1.090, -2.839, 4.901], [-1.738, -2.890, 2.642], [-0.416, -1.737, 2.154], [-0.671, -0.251, 3.159], [-1.889, 0.023, 3.780], [-2.042, 1.179, 4.537], [-0.984, 2.067, 4.676], [0.226, 1.810, 4.040], [0.381, 0.662, 3.278], [1.141, -2.488, 2.659], [1.743, -3.374, 1.762], [2.893, -4.055, 2.126], [3.451, -3.846, 3.381], [2.861, -2.958, 4.273], [1.703, -2.282, 3.920], [-2.621, -3.419, 1.710], [-2.511, -2.948, -0.138], [-3.605, -4.323, 2.045], [-4.426, -4.803, 1.125], [-2.712, -0.680, 3.713], [-2.979, 1.368, 5.045], [-1.096, 2.950, 5.290], [1.055, 2.496, 4.157], [1.335, 0.458, 2.806], [1.307, -3.542, 0.782], [3.348, -4.755, 1.438], [4.345, -4.383, 3.669], [3.293, -2.806, 5.253], [1.236, -1.614, 4.631], [-0.825, -1.270, -2.255], [-1.058, 0.350, -3.106], [-2.601, 1.529, -2.080], [-2.288, 1.533, -0.825], [-3.135, 0.923, 0.176], [-4.026, 2.102, 0.716], [-3.250, 3.420, 0.765], [-1.765, 3.133, 0.948], [-1.234, 2.387, -0.302], [0.373, 1.491, -3.310], [1.644, 0.929, -3.482], [2.716, 1.725, -3.855], [2.547, 3.094, -4.025], [1.296, 3.670, -3.844], [0.220, 2.871, -3.496], [-2.014, 0.218, -4.636], [-1.584, 0.866, -5.800], [-2.277, 0.691, -6.989], [-3.422, -0.084, -7.015], [-3.881, -0.708, -5.867], [-3.186, -0.550, -4.681], [0.093, -1.693, -2.677], [-1.636, -1.925, -2.579], [-3.545, 1.039, -2.310], [-2.423, 2.476, -2.598], [-2.506, 0.541, 0.981], [-3.725, 0.123, -0.262], [-4.323, 1.782, 1.716], [-4.924, 2.182, 0.105], [-3.619, 4.041, 1.580], [-3.410, 3.995, -0.152], [-1.599, 2.527, 1.839], [-1.171, 4.039, 1.059], [-0.395, 1.729, -0.026], [-0.906, 3.049, -1.100], [1.790, -0.140, -3.374], [3.685, 1.278, -4.033], [3.388, 3.711, -4.313], [1.160, 4.733, -3.993], [-0.755, 3.345, -3.411], [-0.687, 1.471, -5.780], [-1.930, 1.161, -7.899], [-3.965, -0.205, -7.942], [-4.775, -1.314, -5.911], [-3.541, -1.057, -3.787], [1.132, -0.407, -0.209], [2.291, -0.440, -0.066], [3.565, -0.453, 0.092], [4.503, -0.335, -1.050], [5.284, 0.965, -0.940], [5.960, 1.083, 0.426], [4.941, 0.955, 1.557], [4.174, -0.352, 1.443], [3.926, -0.400, -1.970], [5.169, -1.199, -1.003], [4.603, 1.808, -1.098], [6.026, 0.994, -1.739], [6.485, 2.035, 0.499], [6.717, 0.300, 0.528], [4.237, 1.793, 1.523], [5.435, 0.988, 2.529], [3.383, -0.456, 2.184], [4.842, -1.210, 1.547]], "atomic_forces_ev_per_a": [[0.0, -0.3, 0.0], [0.0, 0.0, 0.0], [0.0, 0.0, 0.0], [0.0, 0.0, 0.0], [0.0, 0.0, 0.0], [0.0, 0.0, 0.0], [0.0, 0.0, 0.0], [0.0, 0.0, 0.0], [0.0, 0.0, 0.0], [0.0, 0.0, -0.1], [0.0, 0.0, 0.0], [0.0, 0.0, 0.0], [0.0, 0.0, 0.0], [0.0, 0.0, 0.0], [0.0, 0.0, 0.0], [0.0, 0.0, 0.0], [0.0, 0.0, 0.0], [0.0, 0.0, 0.0], [0.0, 0.0, 0.0], [0.0, 0.0, 0.0], [0.0, 0.0, 0.0], [0.0, 0.0, 0.0], [0.1, 0.2, 0.0], [0.0, 0.0, 0.0], [0.0, 0.0, 0.0], [0.0, 0.0, 0.0], [0.0, 0.0, 0.0], [0.0, 0.0, 0.0], [0.0, 0.0, 0.0], [0.0, 0.0, 0.0], [0.0, 0.0, 0.0], [0.0, 0.0, 0.0], [0.0, 0.0, 0.0], [0.0, 0.0, 0.0], [0.0, 0.0, 0.0], [-0.4, 0.5, 0.4], [2.0, -1.8, -1.1], [-2.2, 1.5, 0.5], [0.2, 0.1, 0.1], [-0.1, -0.1, 0.4], [0.0, -0.3, 0.0], [0.0, 0.1, 0.1], [0.1, 0.0, -0.2], [0.3, 0.2, 0.5], [-0.3, 0.3, 0.4], [0.0, -0.1, 0.1], [0.0, 0.1, 0.0], [0.0, -0.1, 0.0], [0.0, 0.0, 0.0], [0.0, 0.0, -0.1], [-0.7, 0.3, 0.1], [0.1, 0.2, -0.3], [0.3, 0.2, 0.1], [-0.1, 0.0, -0.3], [-0.1, -0.2, 0.5], [-0.3, -0.3, -0.1], [0.1, 0.1, 0.0], [0.0, 0.0, -0.1], [0.3, -0.3, -0.3], [0.7, -0.5, -0.4], [0.0, 0.0, -0.1], [0.0, 0.0, 0.0], [0.0, 0.0, 0.0], [0.0, 0.0, 0.0], [0.0, 0.0, 0.0], [0.0, 0.0, 0.0], [0.0, 0.0, 0.1], [0.0, 0.0, 0.0], [-0.1, 0.0, -0.1], [0.0, 0.0, 0.0], [0.0, 0.0, 0.0], [0.0, 0.0, 0.0], [0.0, 0.0, 0.0], [0.0, 0.0, 0.0], [0.1, 0.0, 0.0], [0.0, 0.0, -0.1], [0.1, 0.0, 0.0], [0.0, 0.0, 0.0], [0.0, 0.0, 0.1], [0.0, 0.0, -0.1], [0.0, 0.2, 0.1], [-0.1, -0.1, -0.1], [0.0, 0.1, 0.0], [0.0, 0.0, 0.0], [0.0, 0.0, 0.0], [0.0, 0.0, 0.0], [0.0, 0.0, 0.0], [0.0, 0.0, 0.0], [0.0, 0.0, 0.0], [0.0, 0.0, 0.0], [0.0, 0.0, 0.0], [0.0, 0.0, 0.0], [0.0, 0.0, 0.0], [0.0, 0.0, 0.0], [0.0, 0.0, 0.0], [0.0, 0.0, 0.0], [0.0, 0.0, 0.0], [0.0, 0.0, 0.0]], "mulliken_charge": [-0.2155, -0.2320, 0.6133, 0.2856, -0.2419, 0.2115, -0.3428, -0.3715, 1.2626, 0.9008, -0.6873, -0.7997, -0.8356, -0.6948, -0.4769, 0.9760, -0.7029, -0.7515, -0.6543, -0.7927, -0.3145, -0.0326, 0.0571, 0.3729, -0.2955, 0.4858, 0.5232, 0.4552, 0.5199, 0.4292, 0.3690, 0.5059, 0.4764, 0.5055, 0.4197, -1.0650, -0.0898, -0.7237, -0.0353, -0.0070, -0.7796, -0.8873, 0.1565, 0.0242, 0.9535, -0.4534, -0.6877, -0.7159, -0.8884, -0.1531, 0.9524, -0.2005, -0.8492, -0.4876, -0.8530, -0.4437, 0.3821, 0.8716, 0.8288, 0.4813, -0.5263, 0.6746, 0.5033, 0.3499, 0.4801, 0.3291, -0.4287, 0.5953, -0.5249, 0.6969, 0.5175, 0.5882, 0.4569, 0.4864, 0.3224, 0.3666, 0.4408, 0.4276, 0.4476, 0.2967, 0.1854, -0.0389, -0.1083, -0.8128, -0.4377, -0.9261, -0.6878, -0.1072, 0.3942, 0.3810, 0.2352, 0.4370, 0.3893, 0.3525, 0.2833, 0.4241, -0.0478, 0.3268]}

---

{"formula": "C17H37F3O14", "method": "ωB97M-V with the def2-TZVPD basis set", "energy_ha": -2022.75634, "spin_multiplicity": 1, "largest_force_ev_per_a": 1.08, "orbital_gap_ev": 10.09, "elements": ["C", "C", "C", "O", "C", "O", "O", "C", "C", "O", "C", "F", "F", "F", "H", "H", "H", "H", "H", "H", "H", "O", "C", "C", "O", "H", "H", "H", "H", "H", "H", "O", "C", "C", "O", "H", "H", "H", "H", "H", "H", "O", "C", "C", "O", "H", "H", "H", "H", "H", "H", "O", "C", "C", "O", "H", "H", "H", "H", "H", "H", "O", "C", "C", "O", "H", "H", "H", "H", "H", "H"], "xyz": [[0.684, 0.831, 1.371], [1.019, 0.734, 0.237], [1.564, 0.647, -1.095], [0.587, 0.090, -2.002], [1.206, -0.116, -3.194], [1.474, -1.208, -3.600], [1.486, 1.030, -3.832], [2.719, 1.054, -4.560], [3.954, 0.626, -3.807], [4.292, 1.564, -2.812], [5.120, 0.595, -4.822], [6.293, 0.555, -4.138], [5.155, 1.689, -5.605], [5.082, -0.514, -5.589], [0.522, 0.905, 2.416], [2.440, -0.002, -1.070], [1.867, 1.637, -1.420], [2.865, 2.089, -4.842], [2.640, 0.495, -5.489], [3.907, -0.392, -3.428], [4.541, 1.072, -2.027], [0.401, 3.916, -0.294], [-0.418, 4.837, 0.421], [-1.833, 4.307, 0.462], [-1.836, 3.014, 1.051], [0.161, 3.951, -1.226], [-0.009, 4.889, 1.429], [-0.371, 5.830, -0.036], [-2.481, 4.958, 1.051], [-2.240, 4.229, -0.556], [-1.036, 2.569, 0.733], [-2.169, 1.494, 3.464], [-3.209, 1.892, 4.355], [-4.304, 0.846, 4.366], [-3.777, -0.416, 4.749], [-2.503, 1.570, 2.562], [-2.757, 1.976, 5.340], [-3.598, 2.871, 4.056], [-5.092, 1.112, 5.072], [-4.743, 0.750, 3.364], [-2.905, -0.471, 4.338], [-1.996, 2.944, 7.224], [-0.708, 3.418, 7.628], [0.122, 2.274, 8.171], [0.265, 1.251, 7.198], [-2.486, 2.711, 8.019], [-0.241, 3.832, 6.736], [-0.821, 4.210, 8.375], [1.119, 2.616, 8.446], [-0.365, 1.847, 9.059], [-0.580, 1.190, 6.736], [1.044, -5.741, -0.993], [0.916, -4.495, -1.690], [0.232, -3.478, -0.807], [0.965, -3.302, 0.401], [0.163, -6.118, -0.904], [1.928, -4.169, -1.931], [0.357, -4.645, -2.616], [0.159, -2.510, -1.301], [-0.779, -3.820, -0.545], [1.290, -4.178, 0.644], [-1.247, -4.019, -4.276], [-2.193, -4.752, -5.058], [-1.475, -5.698, -5.997], [-0.645, -6.594, -5.272], [-0.794, -3.403, -4.862], [-2.804, -5.313, -4.353], [-2.832, -4.060, -5.615], [-2.188, -6.291, -6.569], [-0.846, -5.128, -6.695], [-0.259, -6.083, -4.552]], "atomic_forces_ev_per_a": [[0.0, 0.1, 1.1], [0.1, -0.1, -0.7], [-0.3, 0.3, 0.3], [0.4, 0.1, -0.5], [-0.3, -0.5, 0.1], [0.0, 0.0, -0.2], [0.5, 0.2, 0.7], [-0.2, 0.2, -0.7], [0.6, 0.2, -0.5], [-0.5, -0.2, 0.1], [0.7, -0.2, 0.6], [-0.5, 0.0, -0.4], [0.0, -0.5, 0.0], [-0.2, 0.6, 0.0], [-0.4, 0.0, 0.2], [0.1, -0.2, 0.0], [0.0, 0.1, -0.2], [-0.1, 0.2, 0.1], [-0.2, -0.3, 0.0], [-0.2, -0.1, 0.1], [0.2, 0.1, 0.2], [0.2, 0.0, 0.0], [-0.1, 0.0, -0.3], [0.0, -0.4, 0.0], [-0.1, 0.1, 0.0], [0.0, 0.0, 0.0], [0.0, 0.0, 0.0], [-0.1, 0.0, 0.1], [0.0, 0.0, 0.0], [0.0, 0.2, 0.0], [0.0, -0.1, 0.0], [0.0, -0.3, 0.3], [0.0, 0.0, -0.3], [0.2, -0.2, -0.1], [0.0, 0.1, 0.2], [0.1, 0.3, -0.1], [0.0, 0.0, 0.0], [-0.1, 0.0, 0.1], [0.0, 0.0, 0.0], [-0.1, 0.2, 0.0], [0.0, 0.0, -0.1], [0.1, 0.1, 0.0], [-0.2, 0.0, 0.2], [-0.2, -0.3, -0.2], [0.1, 0.2, 0.0], [0.0, 0.0, 0.0], [0.0, 0.0, 0.0], [0.1, 0.0, 0.0], [0.0, 0.0, 0.0], [0.0, 0.2, 0.1], [0.0, -0.1, 0.0], [0.2, 0.1, 0.0], [-0.3, -0.2, 0.0], [0.1, -0.1, 0.4], [0.1, 0.2, -0.1], [0.0, 0.0, 0.0], [0.0, 0.0, 0.0], [0.0, 0.2, 0.0], [0.0, 0.0, 0.0], [-0.1, 0.0, -0.2], [0.0, 0.0, 0.0], [-0.1, -0.1, 0.0], [0.1, 0.2, -0.1], [0.3, 0.0, 0.2], [-0.2, -0.1, 0.0], [0.1, 0.1, 0.1], [0.0, 0.0, 0.0], [-0.1, -0.1, 0.0], [0.0, 0.0, 0.0], [-0.2, 0.1, -0.1], [0.1, 0.0, 0.0]], "mulliken_charge": [0.4838, -1.4280, -0.0956, -0.2745, 0.6730, -0.5186, -0.3134, -0.9361, 0.1946, -0.5650, 0.7299, -0.2755, -0.2633, -0.2594, 0.6766, 0.2292, 0.4020, 0.4030, 0.3702, 0.4419, 0.3813, -0.4044, -0.5767, -0.4077, -0.4045, 0.2835, 0.2544, 0.3347, 0.3686, 0.2406, 0.2312, -0.3809, -0.2208, -0.3249, -0.5537, 0.2903, 0.0081, 0.2662, 0.3432, 0.2735, 0.3417, -0.4679, -0.5120, -0.3082, -0.5076, 0.2877, 0.2766, 0.3214, 0.3259, 0.2502, 0.3271, -0.5968, 0.2696, -0.1690, -0.5283, 0.3493, 0.2987, -0.3247, 0.0635, 0.2819, 0.3504, -0.4209, -0.4946, -0.3216, -0.5165, 0.2524, 0.2784, 0.3088, 0.3400, 0.2484, 0.3193]}